Here is C31H24Cl5I2N5O2PdS4 as an isolated structure from the Open Molecules 2025 dataset. Energies are from ωB97M-V with the def2-TZVPD basis set.

Summary:
Gap between HOMO and LUMO: 5.256 eV
Energy relative to the best compared isomer or geometry (same formula, charge and spin): 1.050 eV
Net charge: +2

```
74
C31H24Cl5I2N5O2PdS4 (ωB97M-V with the def2-TZVPD basis set)
Pd 0.4946 -0.6932 -0.8508
Cl -0.2980 2.5429 1.1762
C 0.2302 2.5129 -0.4514
C 0.4664 1.3247 -1.1224
C 0.8376 1.4055 -2.4495
Cl 0.9549 -0.1537 -3.2441
C 1.0222 2.5799 -3.1503
Cl 1.4577 2.5406 -4.8005
C 0.7954 3.7742 -2.4648
Cl 0.9791 5.2599 -3.2802
C 0.3905 3.7347 -1.1288
Cl 0.0651 5.2001 -0.3124
N -2.7997 1.4164 -0.2570
C -2.4277 0.7947 -1.3501
S -1.7591 -0.8410 -1.2492
N -2.6045 1.2979 -2.5574
C -3.1405 2.5920 -2.8767
C -4.3448 3.0233 -2.3384
C -4.8150 4.2867 -2.6708
C -4.1000 5.0942 -3.5423
C -2.9133 4.6362 -4.1002
C -2.4281 3.3819 -3.7690
H -2.5896 1.0044 0.6472
H -3.1518 2.3648 -0.2891
H -2.2317 0.7457 -3.3177
H -4.9418 2.3739 -1.7101
H -5.7553 4.6282 -2.2604
H -4.4760 6.0742 -3.8014
H -2.3646 5.2546 -4.7974
H -1.5072 3.0159 -4.2085
I -0.3088 -6.9334 -0.8011
C 0.4384 -5.0682 -1.2334
C 1.6342 -4.7574 -1.8474
N 1.7178 -3.4180 -1.8939
N 0.6303 -2.8396 -1.3555
C -0.1484 -3.8327 -0.9412
H 2.4109 -5.3865 -2.2495
H 2.4592 -2.8614 -2.2975
H -1.0778 -3.6351 -0.4307
N 3.1440 -2.1975 0.7276
C 3.4477 -1.2343 -0.1147
O 2.5866 -0.5657 -0.7418
C 4.8844 -0.9636 -0.4252
I 5.4072 -2.1896 -2.0966
H 2.1736 -2.3197 0.9942
H 3.8610 -2.6682 1.2560
H 5.5473 -1.2077 0.3990
H 5.0085 0.0667 -0.7376
O 0.3254 -1.4412 0.9390
C 0.2961 -1.0616 2.3213
C 1.6283 -0.4706 2.7499
C 2.2767 0.6118 2.2257
C 3.5651 0.8120 2.7844
C 3.8658 -0.1250 3.7290
S 2.5989 -1.2438 3.9412
C -0.8850 -0.2122 2.7168
C -2.1904 -0.4088 2.3608
C -3.0822 0.4412 3.0693
C -2.4304 1.2357 3.9676
S -0.7448 0.9786 3.9430
C 0.1076 -2.4463 2.9592
C 0.5239 -3.6642 2.4955
C 0.2345 -4.7229 3.3946
C -0.3883 -4.2838 4.5217
S -0.6486 -2.5987 4.4974
H 1.8643 1.2378 1.4519
H 4.2222 1.6284 2.5212
H 4.7526 -0.1900 4.3397
H -2.4998 -1.1802 1.6690
H -4.1567 0.4321 2.9519
H -2.8583 1.9534 4.6493
H 0.9960 -3.8208 1.5364
H 0.4765 -5.7588 3.2088
H -0.7100 -4.8631 5.3725
```

---

Here is C31H24ClIN3O3PSeV as an isolated structure from the Open Molecules 2025 dataset. Energies are from ωB97M-V with the def2-TZVPD basis set.

Summary:
2S+1: 2
Gap between HOMO and LUMO (spin up / spin down): 6.362 / 6.922 eV
Net charge: +2

```
66
C31H24ClIN3O3PSeV (ωB97M-V with the def2-TZVPD basis set)
V -0.2819 0.3237 -0.1694
O 3.5491 0.9488 -1.1440
C 2.4422 1.2834 -0.8948
O 1.4804 0.3346 -0.5622
C 1.8889 2.6942 -0.8461
P 0.0692 2.6869 -0.7224
C -0.5088 4.2169 -0.0147
C -0.2876 5.4240 -0.6819
C -0.7058 6.6065 -0.1000
C -1.3447 6.5873 1.1342
C -1.5733 5.3893 1.7946
C -1.1540 4.1983 1.2213
C -0.5524 2.4920 -2.4037
C -1.8316 2.9651 -2.7080
C -2.3750 2.7243 -3.9569
C -1.6594 1.9997 -4.9027
C -0.3944 1.5158 -4.6021
C 0.1611 1.7555 -3.3538
H 2.2472 3.2623 -1.7059
H 2.2914 3.1750 0.0509
H 0.1939 5.4405 -1.6526
H -0.5379 7.5457 -0.6086
H -1.6700 7.5168 1.5819
H -2.0780 5.3810 2.7505
H -1.3347 3.2606 1.7334
H -2.3942 3.5329 -1.9768
H -3.3571 3.1075 -4.1976
H -2.0871 1.8209 -5.8797
H 0.1685 0.9620 -5.3408
H 1.1620 1.3895 -3.1557
Cl -3.9424 -5.4994 -0.4320
C -3.4121 -3.8627 -0.3981
C -4.3301 -2.8508 -0.3096
C -3.9365 -1.4832 -0.2721
I -5.3463 0.0116 -0.1681
C -2.5969 -1.2142 -0.3142
O -2.0303 0.0191 -0.2820
C -1.6385 -2.2425 -0.4161
N -0.3508 -1.8188 -0.4819
C 0.6040 -2.7203 -0.6168
C 0.3284 -4.0941 -0.6730
C -0.9731 -4.5334 -0.5920
C -2.0136 -3.5909 -0.4646
H -5.3828 -3.0939 -0.2716
H 1.6188 -2.3446 -0.6903
H 1.1459 -4.7908 -0.7865
H -1.2059 -5.5889 -0.6342
C 3.1852 -0.2747 2.0225
N 2.2106 -1.3168 2.3072
C 0.8937 -1.1744 2.4645
Se -0.1492 0.3908 2.2753
N 0.3656 -2.3670 2.7816
C 1.3679 -3.3231 2.8391
C 1.3489 -4.6857 3.1172
C 2.5658 -5.3333 3.0633
C 3.7560 -4.6572 2.7464
C 3.7747 -3.3051 2.4728
C 2.5464 -2.6520 2.5261
H 2.6611 0.6736 1.9509
H 3.6925 -0.4973 1.0863
H 3.9026 -0.2311 2.8401
H -0.6081 -2.4896 3.0127
H 0.4380 -5.2084 3.3734
H 2.6093 -6.3924 3.2764
H 4.6821 -5.2141 2.7227
H 4.6931 -2.7858 2.2380
```

---

Here is C31H24N3O8PS2Zr as an isolated structure from the Open Molecules 2025 dataset. Energies are from ωB97M-V with the def2-TZVPD basis set.

Summary:
Gap between HOMO and LUMO: 7.108 eV
Energy relative to the best compared isomer or geometry (same formula, charge and spin): 0.087 eV
Net charge: +2

```
70
C31H24N3O8PS2Zr (ωB97M-V with the def2-TZVPD basis set)
Zr 1.2618 0.8126 -0.3249
O -5.4700 -1.1060 -3.6623
N -4.3025 -1.3182 -3.8827
O -3.8534 -2.1040 -4.6891
C -3.3249 -0.5180 -3.1091
C -3.7001 0.7317 -2.7808
C -2.8081 1.5864 -2.0594
C -3.1191 2.9189 -1.7303
C -2.2030 3.6785 -1.0465
C -0.9883 3.1024 -0.6805
N -0.6757 1.8406 -0.9698
C -1.5706 1.0888 -1.6650
C -1.1941 -0.2551 -1.9999
N 0.0223 -0.6738 -1.5582
C 0.4226 -1.9083 -1.8418
C -0.3711 -2.7952 -2.5632
C -1.6041 -2.3894 -3.0111
C -2.0478 -1.0761 -2.7416
H -4.6792 1.0893 -3.0714
H -4.0729 3.3363 -2.0287
H -2.4002 4.7095 -0.7914
H -0.2454 3.6806 -0.1454
H 1.3999 -2.2053 -1.4813
H -0.0060 -3.7915 -2.7662
H -2.2271 -3.0658 -3.5753
O 2.8113 0.4116 -1.7709
S 3.8034 -0.1832 -0.8000
O 4.5688 -1.2637 -1.2859
O 2.8630 -0.4989 0.3399
C 4.8613 1.1267 -0.2384
C 6.2084 0.8613 -0.3882
C 7.1675 1.7880 0.0205
C 6.7759 2.9814 0.5828
C 5.4195 3.2664 0.7385
C 4.4574 2.3598 0.3372
S 2.7947 2.9226 0.5885
O 2.7855 4.2236 1.1330
O 2.0751 2.7579 -0.7316
O 2.0615 1.8710 1.3895
H 6.5141 -0.0782 -0.8265
H 8.2157 1.5573 -0.1090
H 7.5100 3.7068 0.9045
H 5.1090 4.2067 1.1719
C 0.0911 0.4469 3.2981
P -0.2313 -0.3726 1.7105
C -0.0845 -2.1436 2.0277
C 1.0041 -2.8788 1.5636
C 1.1092 -4.2297 1.8677
C 0.1331 -4.8455 2.6355
C -0.9500 -4.1136 3.1087
C -1.0619 -2.7677 2.8072
C -1.9914 -0.1004 1.3510
C -2.7185 -1.0722 0.6611
C -4.0533 -0.8574 0.3515
C -4.6731 0.3286 0.7250
C -3.9547 1.3004 1.4081
C -2.6181 1.0891 1.7202
H -0.6143 0.0930 4.0497
H 0.0265 1.5301 3.2068
H 1.1059 0.1947 3.6055
H 1.7911 -2.3992 0.9990
H 1.9603 -4.7962 1.5143
H 0.2175 -5.8971 2.8742
H -1.7058 -4.5928 3.7160
H -1.9129 -2.2066 3.1752
H -2.2513 -2.0153 0.3979
H -4.6203 -1.6271 -0.1572
H -5.7208 0.4843 0.5026
H -4.4407 2.2147 1.7230
H -2.0809 1.8476 2.2772
```

---

Please write out number 2 again, unchanged.
Here is C31H24ClIN3O3PSeV as an isolated structure from the Open Molecules 2025 dataset. Energies are from ωB97M-V with the def2-TZVPD basis set.

Summary:
2S+1: 2
Gap between HOMO and LUMO (spin up / spin down): 6.362 / 6.922 eV
Net charge: +2

```
66
C31H24ClIN3O3PSeV (ωB97M-V with the def2-TZVPD basis set)
V -0.2819 0.3237 -0.1694
O 3.5491 0.9488 -1.1440
C 2.4422 1.2834 -0.8948
O 1.4804 0.3346 -0.5622
C 1.8889 2.6942 -0.8461
P 0.0692 2.6869 -0.7224
C -0.5088 4.2169 -0.0147
C -0.2876 5.4240 -0.6819
C -0.7058 6.6065 -0.1000
C -1.3447 6.5873 1.1342
C -1.5733 5.3893 1.7946
C -1.1540 4.1983 1.2213
C -0.5524 2.4920 -2.4037
C -1.8316 2.9651 -2.7080
C -2.3750 2.7243 -3.9569
C -1.6594 1.9997 -4.9027
C -0.3944 1.5158 -4.6021
C 0.1611 1.7555 -3.3538
H 2.2472 3.2623 -1.7059
H 2.2914 3.1750 0.0509
H 0.1939 5.4405 -1.6526
H -0.5379 7.5457 -0.6086
H -1.6700 7.5168 1.5819
H -2.0780 5.3810 2.7505
H -1.3347 3.2606 1.7334
H -2.3942 3.5329 -1.9768
H -3.3571 3.1075 -4.1976
H -2.0871 1.8209 -5.8797
H 0.1685 0.9620 -5.3408
H 1.1620 1.3895 -3.1557
Cl -3.9424 -5.4994 -0.4320
C -3.4121 -3.8627 -0.3981
C -4.3301 -2.8508 -0.3096
C -3.9365 -1.4832 -0.2721
I -5.3463 0.0116 -0.1681
C -2.5969 -1.2142 -0.3142
O -2.0303 0.0191 -0.2820
C -1.6385 -2.2425 -0.4161
N -0.3508 -1.8188 -0.4819
C 0.6040 -2.7203 -0.6168
C 0.3284 -4.0941 -0.6730
C -0.9731 -4.5334 -0.5920
C -2.0136 -3.5909 -0.4646
H -5.3828 -3.0939 -0.2716
H 1.6188 -2.3446 -0.6903
H 1.1459 -4.7908 -0.7865
H -1.2059 -5.5889 -0.6342
C 3.1852 -0.2747 2.0225
N 2.2106 -1.3168 2.3072
C 0.8937 -1.1744 2.4645
Se -0.1492 0.3908 2.2753
N 0.3656 -2.3670 2.7816
C 1.3679 -3.3231 2.8391
C 1.3489 -4.6857 3.1172
C 2.5658 -5.3333 3.0633
C 3.7560 -4.6572 2.7464
C 3.7747 -3.3051 2.4728
C 2.5464 -2.6520 2.5261
H 2.6611 0.6736 1.9509
H 3.6925 -0.4973 1.0863
H 3.9026 -0.2311 2.8401
H -0.6081 -2.4896 3.0127
H 0.4380 -5.2084 3.3734
H 2.6093 -6.3924 3.2764
H 4.6821 -5.2141 2.7227
H 4.6931 -2.7858 2.2380
```

---

- What is the formula in the first record?
  C31H24Cl5I2N5O2PdS4

---

- Which formula does entry 1 have?
  C31H24Cl5I2N5O2PdS4

---

- net charge of number 1 (C31H24Cl5I2N5O2PdS4)?
  +2